Here is C44H40AsBrCrN3O2Si as an isolated structure from OMol25. Energies are from the ωB97M-V functional and the def2-TZVPD basis.

Geometry as XYZ:
```
93
Properties=species:S:1:pos:R:3:mulliken_spin:R:1
Br 4.2216 -3.2307 5.7219 0.0001
As -0.0891 0.5159 -1.4406 -0.1106
Cr -0.2585 -1.5317 -0.0467 3.1007
Si -1.9508 2.2188 2.8178 -0.0043
O -2.3242 -1.5796 0.1321 0.0292
O 1.7995 -1.4413 -0.5512 0.0344
N 0.0076 -3.0563 -1.4901 -0.0529
N 1.6310 -1.4708 2.2686 0.0093
N -0.4377 -3.1494 1.0802 -0.0761
C 3.6776 -2.4356 3.0282 -0.0003
C 2.2901 1.8605 -2.0582 -0.0066
C 2.3045 -1.4197 -1.7326 0.0089
C 2.2630 1.7906 -4.6077 -0.0006
C -0.1797 0.4603 -4.4414 0.0026
C -3.6149 2.6951 -2.0857 -0.0008
C 1.1493 -1.5485 3.4966 0.0156
C 0.4943 0.8219 -3.2869 0.0038
C 1.7148 1.5127 -3.3601 0.0005
C 0.7140 -3.0586 -2.5647 0.0104
C -2.8922 -1.6820 1.2784 -0.0133
C -4.2268 -1.8992 3.7734 0.0076
C 1.6943 -2.0597 -2.8628 0.0155
C 1.5786 1.4318 -5.7574 -0.0004
C 3.4326 -1.2305 -4.3269 0.0051
C -0.4355 -4.3086 -0.9408 -0.0025
C 3.5627 -0.8075 -1.9626 -0.0007
C 0.3535 0.7862 -5.6788 -0.0004
C 3.5065 2.5004 -1.8518 0.0012
C -3.6942 2.6109 2.1360 0.0044
C -2.6906 1.6807 -1.9047 -0.0084
C 1.8682 -2.0796 4.5593 0.0030
C 0.1727 -4.3050 0.4796 0.0159
C 3.1553 -2.5240 4.3056 -0.0005
C -4.8096 -1.2079 2.7079 -0.0014
C -1.1017 0.8970 1.8405 0.1042
C -0.9613 3.8533 2.7869 0.0048
C -1.2409 -3.3070 2.0788 0.0199
C -2.3316 -2.4334 2.3657 0.0214
C -2.1506 1.6465 4.6306 0.0048
C -3.0129 -2.5169 3.5880 0.0014
C 2.8622 -1.8941 2.0463 0.0063
C 2.2774 -1.9481 -4.1321 -0.0030
C 4.0934 -0.6921 -3.2221 -0.0005
C 1.9891 1.6888 0.3363 0.0064
C -0.5916 -0.0066 1.1962 -0.1777
C -1.0311 3.2962 -1.2798 -0.0137
C -1.3896 1.9735 -1.5115 0.0360
C -1.9601 4.3093 -1.4438 0.0006
C 3.9560 2.7355 -0.5650 -0.0012
C -4.1723 -1.1169 1.4964 0.0021
C 1.5210 1.4687 -0.9479 0.0144
C 3.2038 2.3304 0.5267 0.0012
C -3.2498 4.0124 -1.8556 0.0000
H -0.1806 0.5289 -6.5832 -0.0001
H -0.0967 -5.1749 -1.5296 -0.0019
H -1.1865 1.5368 5.1208 0.0000
H 3.2076 -1.7940 1.0298 -0.0017
H -0.7726 4.1571 1.7620 -0.0010
H 0.7245 -3.9498 -3.2077 -0.0016
H -3.9690 4.8069 -1.9963 0.0000
H 0.1476 -1.1596 3.6313 -0.0002
H -2.9626 0.6433 -2.0710 -0.0043
H -0.0076 3.7678 3.2957 0.0001
H 3.8419 -1.1216 -5.3201 0.0001
H 1.4078 1.3346 1.1795 0.0081
H -1.6732 5.3371 -1.2655 -0.0001
H 1.2591 -4.1676 0.4037 -0.0077
H -0.0122 3.5313 -0.9841 -0.0018
H 1.7973 -2.4362 -4.9693 -0.0001
H -5.7783 -0.7446 2.8460 0.0001
H -1.5302 -4.3269 -0.8497 -0.0018
H -4.6152 2.4580 -2.4164 -0.0001
H -3.6404 3.2538 1.2613 -0.0003
H 3.2200 2.2883 -4.6898 -0.0002
H 4.0798 -0.4055 -1.1026 0.0017
H -1.1222 -0.0762 -4.3736 -0.0023
H -1.1918 -4.2294 2.6683 -0.0024
H -2.7231 2.3699 5.2043 0.0000
H -4.3031 3.1173 2.8828 -0.0002
H -1.5157 4.6507 3.2727 0.0002
H 5.0386 -0.1880 -3.3632 0.0001
H 1.4418 -2.1422 5.5479 0.0000
H -4.7391 -1.9673 4.7225 0.0004
H -2.5581 -3.0789 4.3946 -0.0009
H 4.1090 2.8058 -2.6931 -0.0002
H -0.0502 -5.2294 1.0289 0.0020
H 3.5638 2.5199 1.5290 -0.0001
H -2.6618 0.6878 4.6818 -0.0007
H 4.6753 -2.7717 2.8011 0.0001
H -4.2130 1.7031 1.8464 -0.0007
H 2.0018 1.6672 -6.7237 0.0000
H -4.6183 -0.5808 0.6734 0.0020
H 4.9083 3.2230 -0.4135 0.0000
```

Output
- HOMO-LUMO gap (alpha / beta) (hartree) = 0.2822 / 0.2842
- total charge = 0
- E_LUMO (alpha / beta) (eV) = 0.1 / 0.0
- 2S+1 = 4
- ΔE to the lowest compared entry with this formula, charge and spin (kcal per mole) = 33.75
- HOMO level (alpha / beta) (eV) = -7.62 / -7.74

=====

Here is C44H40GaN7P2S as an isolated structure from OMol25. Energies are from the ωB97M-V functional and the def2-TZVPD basis.

Geometry as XYZ:
```
95
Properties=species:S:1:pos:R:3:mulliken_charge:R:1
Ga 0.2139 -0.0315 0.2176 -0.0569
S 2.3459 0.7737 0.5990 -0.3510
P 1.0088 -2.3492 -0.1925 1.8657
P -1.3019 -4.4660 0.0039 0.6476
N 0.8371 2.8586 -0.3617 -1.6849
N -3.7630 -1.6983 2.5597 -0.2769
N -5.5173 -2.4894 1.1576 -0.5151
N 2.9455 3.3227 0.2987 -0.3806
N -0.5768 0.0694 2.0763 0.7116
N -1.6591 -0.1698 -0.7078 0.5214
N -0.1004 1.8928 -0.4831 1.1216
C -0.6316 1.2456 4.1350 -1.1778
C -1.6703 -5.7629 1.2588 0.8823
C 1.0878 -2.5576 -1.9730 0.9562
C 5.2712 -2.2532 1.4924 -0.6505
C -1.7689 -2.3072 4.7040 -1.4594
C -0.3884 -7.0761 -3.6935 -0.5380
C -2.8688 -6.4543 1.0530 -0.5978
C 0.0305 -6.5547 -1.3798 -0.6503
C -3.2411 -7.4976 1.8849 -0.7178
C -1.2295 2.1664 -1.0224 1.5070
C 2.8914 -2.2527 1.8127 -0.0815
C 0.7262 -1.4999 -2.8104 -0.6415
C -4.6639 -1.5641 1.5928 -0.5748
C -0.8641 -6.1291 2.3315 -0.3926
C -1.0330 0.0843 4.7846 -0.5650
C 0.3758 -3.8835 0.5815 -2.3515
C 1.6837 -3.8658 -3.9029 -0.7912
C 5.0907 -2.2995 0.1175 -0.7773
C -1.6162 3.5138 -1.5274 -1.8669
C -0.8897 -5.5082 -1.4455 0.7633
C 4.1709 -2.2282 2.3427 -0.7527
C 0.8406 -1.6256 -4.1861 -0.8237
C 1.5737 -3.7427 -2.5271 -0.7540
C -4.6326 -3.8805 2.8754 -0.4483
C 1.9716 2.4237 0.1369 0.4544
C -2.7807 -3.0801 4.3153 -0.4932
C -2.4227 -7.8654 2.9490 -0.5603
C -3.7150 -1.2352 -1.2490 -0.7613
C 1.3150 -2.8120 -4.7295 -0.7564
C -3.7448 -2.8698 3.2087 1.0297
C -4.2254 -0.0255 -1.6810 -0.9567
C 3.8101 -2.3225 -0.4194 -0.5272
C -1.5608 -5.2621 -2.6392 -0.4728
C -3.4305 1.1135 -1.6202 -0.7913
C -5.4923 -3.6492 1.8135 -0.3960
C -1.2399 -7.1777 3.1722 -0.7641
C -2.1482 1.0099 -1.1237 0.2746
C -1.3137 -6.0462 -3.7619 -0.6437
C -0.4189 1.2100 2.7780 -0.0203
C 2.7087 -2.3029 0.4286 -0.1455
C -1.2662 -1.0748 4.0581 0.2423
C -0.9901 -1.0359 2.7045 0.2627
C -2.4190 -1.2658 -0.7679 1.0165
C 0.2870 -7.3290 -2.5006 -0.6859
H 0.5636 -0.8024 -4.8323 0.4928
H 3.8484 3.0411 0.6337 0.2080
H 1.8722 -4.5680 -1.8898 0.6390
H -1.9701 -2.1966 -0.4431 -0.8229
H 4.3121 -2.1878 3.4159 0.4654
H -0.8236 4.2256 -1.3296 0.4014
H -0.1070 2.0867 2.2255 0.5147
H -1.2030 0.0928 5.8553 0.5907
H 6.2729 -2.2415 1.9061 0.4223
H -3.5069 -6.1823 0.2174 0.4276
H -6.1740 -4.4201 1.4674 0.4706
H -3.8042 2.0700 -1.9586 0.5746
H -1.8439 -5.8515 -4.6871 0.4525
H -2.5354 3.8543 -1.0420 0.4185
H 1.4027 -2.9124 -5.8050 0.4328
H -4.3018 -2.1439 -1.2739 0.6183
H 2.7940 4.2790 0.0216 0.2424
H -0.1995 -7.6953 -4.5624 0.4389
H -1.2445 -2.5895 5.6136 0.5000
H 2.0353 -2.2215 2.4802 0.1995
H -1.8047 3.4791 -2.6040 0.3809
H 1.0035 -8.1397 -2.4431 0.4454
H 3.6735 -2.3445 -1.4925 0.4902
H 0.0770 -5.6302 2.5312 0.3977
H -4.6375 -4.8217 3.4119 0.4001
H 0.5442 -6.7795 -0.4501 0.4494
H 2.0578 -4.7882 -4.3295 0.4964
H -4.7086 -0.5938 1.1072 0.7543
H 1.1570 -4.6329 0.4530 1.0580
H -0.5894 -7.4655 3.9915 0.4573
H -2.9791 -3.9677 4.9078 0.4263
H -5.2371 0.0382 -2.0637 0.4641
H -4.1663 -8.0312 1.7014 0.4452
H 0.3593 -0.5720 -2.3986 0.1532
H -2.2751 -4.4470 -2.6959 0.3942
H -0.4869 2.1722 4.6763 0.4875
H -2.7025 -8.6902 3.5941 0.4291
H -1.1574 -1.9074 2.0872 0.4649
H 5.9494 -2.3156 -0.5422 0.4563
H 0.2974 -3.6760 1.6494 0.8582
```

Output
- HOMO-LUMO gap (hartree) = 0.2687
- total charge = +2
- E_LUMO (eV) = -5.8
- 2S+1 = 1
- HOMO level (eV) = -13.12

=====

Q: Which max |F| values were calculated for the entries above? A: 1.95 0.55, in eV/Å.